Here is a structure of composition C53H44N2OP2SV at a distorted geometry from the Open Molecules 2025 dataset. Energies are from ωB97M-V/def2-TZVPD.

For the frontier orbital gap (alpha / beta), the calculation gives 5.8 / 6.4 eV. Its electronic energy is -4254.70695 hartree. Its expectation value of S² is 2.045. As for the net charge: +3. As for the spin multiplicity: 3. For the HOMO energy (alpha / beta), the calculation gives -15.237 / -15.238 eV.

Last column: Löwdin spin population.
Atoms and positions in Å:
V 1.22249 -0.71119 0.27496  2.026
O -0.45771 -0.86099 1.46455  0.036
S -0.98292 -0.55656 0.10039  -0.017
C -2.54358 0.30422 0.29030  -0.001
C -4.53774 -0.17183 -0.33589  -0.001
C -5.38536 0.83176 0.36992  0.000
C -4.94451 1.74835 1.25247  0.000
C -5.84394 2.67033 2.02497  0.000
C -4.92183 3.61227 2.82016  0.000
C -3.54333 3.23142 2.40777  0.000
C -2.32799 3.83426 2.69068  0.000
C -1.17009 3.33230 2.12429  -0.002
C -1.17068 2.16482 1.34528  -0.007
P 0.43516 1.70328 0.54973  -0.035
C 0.68034 3.18926 -0.47349  -0.004
C 0.11727 3.21783 -1.74770  0.000
C 0.07616 4.41199 -2.44494  0.000
C 0.59481 5.56725 -1.87796  -0.001
C 1.18189 5.52763 -0.62306  0.000
C 1.23798 4.34029 0.08349  -0.002
C 1.76677 1.79199 1.77847  0.002
C 3.05622 1.65025 1.23757  0.004
C 4.16357 1.77334 2.05758  0.003
C 3.98921 2.01406 3.41586  -0.003
C 2.71492 2.08541 3.95973  0.003
C 1.59616 1.95417 3.15076  -0.003
C -2.39873 1.53685 1.08469  0.001
C -3.57373 2.10811 1.57179  0.000
C -1.92951 -1.94089 -0.58969  -0.006
C -3.12907 -2.03398 0.03435  -0.003
C -3.55631 -0.79228 0.71927  -0.003
C -3.30153 0.42527 -1.08593  0.000
C -3.45861 1.81421 -1.73975  0.000
C -3.18667 1.65121 -3.25202  -0.001
C -2.36793 0.40580 -3.32161  -0.004
C -1.36111 0.06829 -4.22412  0.000
C -0.39189 -0.85175 -3.85231  -0.003
C -0.54018 -1.59076 -2.67278  0.002
P 0.79762 -2.19939 -1.61195  -0.005
C 2.27028 -2.31961 -2.66399  -0.002
C 3.27392 -1.36169 -2.50295  0.001
C 4.40623 -1.41766 -3.29665  0.000
C 4.52837 -2.41753 -4.25435  0.000
C 3.53180 -3.36925 -4.41285  0.001
C 2.40128 -3.33168 -3.61232  -0.001
C 0.19539 -3.80054 -1.02185  0.002
C 0.42064 -4.16391 0.30538  0.003
C -0.04846 -5.37617 0.77419  0.000
C -0.75246 -6.22230 -0.07065  0.000
C -1.00561 -5.84730 -1.38194  0.000
C -0.53975 -4.63768 -1.86380  0.000
C -1.74219 -1.47238 -1.95938  -0.002
C -2.55895 -0.35115 -2.16982  -0.001
H -5.14275 -0.86971 -0.91269  0.000
H -6.45050 0.74174 0.22452  0.000
H -6.50540 2.09846 2.68187  0.000
H -6.49196 3.22116 1.34107  0.000
H -5.05171 3.47942 3.89879  0.000
H -5.13103 4.66260 2.60990  0.000
H -2.28229 4.71838 3.30540  0.000
H -0.24546 3.86750 2.27643  0.000
H -0.27218 2.30234 -2.18297  0.000
H -0.37184 4.44774 -3.42482  0.000
H 0.55153 6.49842 -2.41917  0.000
H 1.58523 6.42773 -0.18484  0.000
H 1.71598 4.31726 1.05318  0.000
H 3.18521 1.51471 0.15993  0.003
H 5.15902 1.70588 1.64409  0.000
H 4.85162 2.15527 4.04867  0.000
H 2.58778 2.26038 5.01633  0.000
H 0.60281 2.00250 3.57690  0.000
H -3.84971 -2.81625 -0.15433  0.000
H -3.91055 -0.83858 1.74569  0.000
H -2.73027 2.50708 -1.30902  0.000
H -4.44987 2.22802 -1.55853  0.000
H -2.67469 2.51480 -3.67864  0.000
H -4.12284 1.52029 -3.79827  0.000
H -1.25564 0.61352 -5.14843  0.000
H 0.49721 -0.97022 -4.45515  0.000
H 3.14589 -0.58563 -1.73246  0.001
H 5.19987 -0.69625 -3.17275  0.000
H 5.41018 -2.45664 -4.87408  0.000
H 3.64133 -4.14489 -5.15539  0.000
H 1.63060 -4.08267 -3.71541  0.000
H 0.95465 -3.49205 0.97175  0.002
H 0.12281 -5.65800 1.80131  0.000
H -1.11619 -7.16814 0.29988  0.000
H -1.58126 -6.49703 -2.02265  0.000
H -0.75732 -4.33146 -2.87725  0.000
C 3.41174 -1.47230 4.86873  0.000
C 3.32275 -1.74575 3.42375  0.001
C 4.11163 -2.53506 2.59381  -0.001
C 3.56975 -2.43794 1.31535  0.006
N 2.51574 -1.59637 1.33702  0.002
N 2.37589 -1.21287 2.63274  0.008
C 4.00613 -3.19451 0.11945  0.001
H 3.60253 -2.39145 5.42152  0.000
H 2.49725 -1.01622 5.23936  0.000
H 4.24812 -0.80386 5.08103  0.000
H 4.96815 -3.11322 2.87578  0.000
H 1.57195 -0.67328 2.93964  0.000
H 4.66031 -2.59325 -0.50971  0.000
H 3.14377 -3.50158 -0.47532  0.001
H 4.55993 -4.07776 0.43316  0.000